1.
2 unconnected molecules or ions with the total composition C5H13NO2, computed with ωB97M-V/def2-TZVPD.

XYZ file:
```
21
Properties=species:S:1:pos:R:3
C 1.857 0.398 -2.661
N 1.940 0.940 -1.315
C 0.674 1.224 -0.678
C 0.218 0.038 0.195
C 0.452 0.345 1.676
C 0.560 -0.864 2.535
O -0.009 -1.004 3.588
H 2.293 1.104 -3.375
H 2.519 -0.470 -2.723
H 0.866 0.032 -2.871
H 2.573 1.711 -1.242
H -0.125 1.411 -1.405
H 0.782 2.152 -0.119
H -0.829 -0.228 0.021
H 0.842 -0.770 -0.141
H -0.343 0.985 2.059
H 1.361 0.919 1.791
H 1.219 -1.668 2.137
O -5.433 -1.861 0.629
H -6.371 -1.795 0.803
H -5.046 -2.601 1.097
```

Output
E_LUMO = 0.0334 hartree
SMILES string = CNCCCC=O.O

2.
3 unconnected molecules or ions with the total composition C5H13NO2, computed with ωB97M-V/def2-TZVPD.

XYZ file:
```
21
Properties=species:S:1:pos:R:3
N 0.880 1.367 0.827
C -0.042 0.397 0.171
C 0.555 -0.795 -0.559
C -3.948 0.006 -0.199
C -2.535 -0.373 -0.179
C -1.425 0.457 0.278
H 1.165 1.015 1.713
H 1.644 1.376 0.130
H 1.278 -1.225 0.082
H 1.019 -0.553 -1.510
H -4.025 1.005 0.119
H -4.021 0.169 -1.249
H -4.778 -0.542 0.027
H -2.271 -1.143 -0.897
H -1.904 1.345 0.802
H 4.330 -0.864 1.714
H 3.514 -0.222 0.419
O 3.504 -0.782 1.267
H 4.085 0.549 -1.365
H -0.334 -1.481 -0.737
O 3.308 0.293 -0.856
```

Output
E_LUMO = -0.1062 hartree

Q: What are the energies relative to the best structure? A: 1 0.0000; 2 0.1514, in hartree.

1.
C5H13NO2 in the gas phase, computed with ωB97M-V/def2-TZVPD.

XYZ file:
```
21
Properties=species:S:1:pos:R:3
C -0.525 -2.083 0.397
N -0.604 -0.722 0.883
C -0.510 0.330 -0.128
C -1.690 1.287 -0.139
O -2.909 0.645 -0.487
C 0.817 1.082 -0.074
C 2.015 0.178 -0.218
O 3.179 0.998 -0.199
H -0.625 -2.772 1.235
H 0.433 -2.278 -0.062
H -1.306 -2.366 -0.337
H -1.400 -0.605 1.492
H -0.557 -0.160 -1.117
H -1.462 2.020 -0.918
H -1.852 1.784 0.814
H -2.748 -0.302 -0.527
H 0.932 1.646 0.845
H 0.867 1.756 -0.936
H 1.937 -0.339 -1.181
H 2.072 -0.567 0.572
H 3.938 0.468 0.084
```

Output
E_LUMO = 0.0316 hartree
SMILES string = CN[C@@H](CO)CCO

2.
2 unconnected molecules or ions with the total composition C5H13NO2, computed with ωB97M-V/def2-TZVPD.

XYZ file:
```
21
Properties=species:S:1:pos:R:3
C -0.928 2.779 0.426
C -0.723 1.700 1.164
C -1.087 0.222 0.681
C 0.251 -0.431 0.095
N -0.076 -1.593 -0.830
C 1.255 -1.080 1.215
O 2.288 -1.768 0.571
H -0.750 3.810 0.488
H -1.475 2.626 -0.484
H -0.338 1.651 2.177
H -1.754 0.329 -0.120
H -1.515 -0.496 1.311
H 0.718 0.352 -0.468
H 0.726 -2.217 -0.863
H -0.880 -2.140 -0.550
H 1.677 -0.250 1.808
H 0.802 -1.820 1.884
H 2.924 -1.172 0.103
O -1.110 0.638 -2.505
H -0.784 -0.214 -2.088
H -0.846 0.595 -3.394
```

Output
E_LUMO = 0.0302 hartree
SMILES string = C=CC[C@H](N)CO.O

Q: What are the energies relative to the best structure? A: 1 0.0000; 2 0.0322, in hartree.

1.
CH5O2P in the gas phase, computed with ωB97M-V/def2-TZVPD.

XYZ file:
```
9
Properties=species:S:1:pos:R:3
C -1.113 0.349 -0.210
P -0.390 -1.384 -0.085
O 1.586 -0.726 0.461
O 1.757 0.625 0.116
H -0.220 0.939 -0.244
H -1.762 0.636 0.496
H -1.665 0.508 -1.162
H -0.498 -1.526 1.416
H 2.304 0.580 -0.789
```

Output
E_LUMO = -0.0067 hartree
SMILES string = CPOO

2.
2 unconnected molecules or ions with the total composition CH5O2P, computed with ωB97M-V/def2-TZVPD.

XYZ file:
```
9
Properties=species:S:1:pos:R:3
C -0.382 -0.891 0.057
O 2.838 0.694 1.451
O 0.797 -0.683 0.825
P 1.657 0.620 0.635
H -1.120 -0.435 0.634
H -0.537 -1.920 0.227
H -0.215 -0.657 -0.922
H 1.727 0.640 -0.738
H 0.281 2.199 0.901
```

Output
E_LUMO = 0.0072 hartree

Q: What are the energies relative to the best structure? A: 1 0.0994; 2 0.0000, in hartree.

1.
2 unconnected molecules or ions with the total composition C2H6N3O, computed with ωB97M-V/def2-TZVPD.

XYZ file:
```
12
Properties=species:S:1:pos:R:3
C -0.243 0.948 1.528
C 0.332 -0.357 -0.162
N -0.972 -0.272 1.560
N -0.692 -0.980 0.609
N 0.065 -0.357 -1.639
O 0.595 0.854 0.357
H -0.957 1.781 1.443
H 0.353 1.095 2.431
H 1.521 -1.649 -0.158
H -0.892 -0.017 -1.846
H 0.155 -1.314 -2.011
H 0.735 0.267 -2.112
```

Output
Net charge = +1
E_LUMO = -0.1830 hartree

2.
2 unconnected molecules or ions with the total composition C2H6N3O, computed with ωB97M-V/def2-TZVPD.

XYZ file:
```
12
Properties=species:S:1:pos:R:3
C 1.407 -0.921 0.627
C 1.606 1.140 0.015
N 2.524 -0.822 -0.159
N 0.839 0.236 0.751
N -1.197 -0.563 -0.446
O 2.670 0.324 -0.543
H 0.982 -1.826 0.811
H 1.002 1.675 -0.899
H 2.002 1.779 0.825
H -1.560 -1.339 -1.123
H -1.089 0.403 -0.697
H -1.498 -0.718 0.510
```

Output
Net charge = +1
E_LUMO = -0.2859 hartree

Q: What are the energies relative to the best structure? A: 1 0.0000; 2 0.0388, in hartree.

1.
C17H27ClN2O3S2 in the gas phase, computed with ωB97M-V/def2-TZVPD.

XYZ file:
```
52
Properties=species:S:1:pos:R:3
C -1.704 2.901 0.410
C -1.095 1.920 -0.580
S -2.335 0.680 -1.028
C -1.312 -0.486 -1.993
C -1.016 0.028 -3.393
C -2.110 -1.792 -2.063
O -2.809 -2.026 -3.036
N -2.037 -2.671 -1.029
C -2.858 -3.868 -1.144
C -1.312 -2.474 0.214
C -2.225 -2.090 1.378
O -1.453 -1.710 2.506
C -0.890 -0.415 2.391
C 0.580 -0.473 2.809
N 1.430 0.501 2.137
C 1.448 1.843 2.687
C 2.020 0.132 0.971
O 1.683 -0.881 0.367
C 3.154 0.955 0.449
C 3.301 1.300 -0.939
C 2.297 0.985 -2.004
C 4.478 1.935 -1.177
S 5.449 2.093 0.227
C 4.256 1.313 1.171
Cl 4.574 1.005 2.829
H -0.979 3.669 0.682
H -2.576 3.397 -0.017
H -2.023 2.388 1.320
H -0.758 2.445 -1.475
H -0.235 1.410 -0.138
H -0.382 -0.629 -1.440
H -0.373 -0.674 -3.926
H -1.941 0.137 -3.954
H -0.509 0.992 -3.346
H -2.706 -4.335 -2.115
H -2.572 -4.562 -0.357
H -3.921 -3.636 -1.051
H -0.784 -3.399 0.462
H -0.543 -1.718 0.090
H -2.895 -1.282 1.071
H -2.832 -2.939 1.695
H -0.948 -0.063 1.357
H -1.463 0.283 3.012
H 0.693 -0.326 3.884
H 0.947 -1.466 2.557
H 2.053 2.499 2.068
H 0.432 2.246 2.719
H 1.853 1.841 3.700
H 2.643 1.350 -2.970
H 2.134 -0.091 -2.069
H 1.334 1.449 -1.793
H 4.834 2.310 -2.123
```

Output
E_LUMO = 0.0173 hartree
SMILES string = CCS[C@H](C)C(=O)N(C)CCOCCN(C)C(=O)c1c(C)csc1Cl

2.
C17H27ClN2O3S2 in the gas phase, computed with ωB97M-V/def2-TZVPD.

XYZ file:
```
52
Properties=species:S:1:pos:R:3
C 0.797 -1.334 -3.828
C -0.338 -0.471 -3.300
S 0.229 1.244 -3.146
C -1.281 1.990 -2.443
C -2.314 2.315 -3.509
C -0.879 3.255 -1.681
O -1.062 4.353 -2.177
N -0.355 3.122 -0.430
C -0.033 4.353 0.280
C 0.084 1.881 0.180
C 1.606 1.778 0.263
O 1.988 0.521 0.790
C 2.141 -0.471 -0.207
C 2.303 -1.816 0.463
N 1.075 -2.276 1.094
C -0.108 -2.377 0.261
C 1.074 -2.505 2.436
O 2.071 -2.421 3.131
C -0.251 -2.805 3.069
C -0.986 -1.805 3.783
C -0.505 -0.391 3.908
C -2.120 -2.315 4.333
S -2.319 -3.989 4.012
C -0.859 -4.016 3.115
Cl -0.304 -5.456 2.364
H 0.472 -2.370 -3.929
H 1.127 -0.985 -4.806
H 1.656 -1.310 -3.156
H -1.195 -0.508 -3.973
H -0.665 -0.820 -2.317
H -1.690 1.260 -1.742
H -3.215 2.726 -3.051
H -1.919 3.054 -4.202
H -2.582 1.413 -4.061
H -0.824 5.081 0.123
H 0.055 4.132 1.343
H 0.903 4.790 -0.075
H -0.332 1.815 1.190
H -0.295 1.033 -0.385
H 2.039 1.939 -0.730
H 2.003 2.535 0.941
H 1.290 -0.465 -0.897
H 3.039 -0.263 -0.803
H 2.618 -2.545 -0.292
H 3.066 -1.764 1.236
H -0.821 -3.078 0.683
H -0.607 -1.410 0.135
H 0.185 -2.746 -0.724
H -1.242 0.233 4.411
H 0.430 -0.357 4.468
H -0.298 0.035 2.923
H -2.850 -1.791 4.929
```

Output
E_LUMO = 0.0174 hartree
SMILES string = CCS[C@H](C)C(=O)N(C)CCOCCN(C)C(=O)c1c(C)csc1Cl

Q: What are the energies relative to the best structure? A: 1 0.0000; 2 0.0023, in hartree.

1.
A molecular structure, H3S2, computed with ωB97M-V/def2-TZVPD.

XYZ file:
```
5
Properties=species:S:1:pos:R:3
S -0.442 -1.586 0.298
H -0.894 -2.475 1.199
S 0.435 1.465 -0.453
H 0.688 1.905 0.787
H 0.072 0.153 0.052
```

Output
Net charge = -1
E_LUMO = 0.1382 hartree

2.
2 unconnected molecules or ions with the total composition H3S2, computed with ωB97M-V/def2-TZVPD.

XYZ file:
```
5
Properties=species:S:1:pos:R:3
S 1.227 -1.298 -0.498
H 0.493 -2.352 -0.093
S -0.402 1.829 0.236
H -1.570 1.198 0.405
H 0.252 0.623 -0.050
```

Output
Net charge = -1
E_LUMO = 0.1386 hartree

Q: What are the energies relative to the best structure? A: 1 0.0092; 2 0.0000, in hartree.

1.
A molecular structure, C10H18Cl2FeN2O2P, computed with ωB97M-V/def2-TZVPD.

XYZ file:
```
36
Properties=species:S:1:pos:R:3
C -0.018 -4.560 -4.675
C 0.118 -3.824 -3.377
H -1.078 -4.720 -4.877
H 0.487 -5.533 -4.617
H 0.419 -3.973 -5.493
O -0.761 -3.461 -2.630
Cl 1.823 -3.503 -2.999
Fe 0.230 -0.219 -0.030
P -0.019 1.637 -1.542
C -1.372 2.837 -1.583
C 1.453 2.671 -1.413
H 0.857 0.274 -3.315
H 0.116 1.798 -3.916
H -0.915 0.418 -3.413
C 0.013 0.962 -3.214
H 2.346 2.043 -1.454
H 1.448 3.379 -2.250
H -1.191 3.554 -2.395
H -1.425 3.374 -0.629
H 1.440 3.220 -0.465
H -2.325 2.324 -1.754
C -1.399 0.673 0.406
O -2.368 1.031 0.960
Cl 2.084 -0.644 -1.049
C 0.355 -1.699 5.039
N 0.186 -1.798 3.582
C 0.045 -2.987 2.864
C -0.031 -2.655 1.539
N 0.066 -1.262 1.453
C 0.160 -0.768 2.725
H -0.516 -2.126 5.555
H 1.248 -2.255 5.360
H 0.463 -0.643 5.312
H 0.024 -3.953 3.344
H -0.153 -3.290 0.674
H 0.226 0.276 3.033
```

Output
Net charge = +2
Multiplicity = 6
E_LUMO (spin up / spin down) = -0.3099 / -0.3859 hartree
<S²> = 8.77

2.
A molecular structure, C10H18Cl2FeN2O2P, computed with ωB97M-V/def2-TZVPD.

XYZ file:
```
36
Properties=species:S:1:pos:R:3
C -0.071 -3.812 -4.128
C -0.026 -3.038 -2.848
H -1.123 -4.003 -4.347
H 0.450 -4.771 -4.025
H 0.372 -3.243 -4.954
O -0.958 -2.696 -2.144
Cl 1.634 -2.553 -2.363
Fe 0.121 0.106 0.147
P -0.060 2.259 -1.136
C -1.411 3.477 -1.187
C 1.400 3.312 -0.967
H 0.766 0.854 -2.898
H 0.045 2.352 -3.572
H -0.994 1.024 -2.970
C -0.057 1.570 -2.807
H 2.298 2.688 -0.972
H 1.476 4.061 -1.771
H -1.275 4.226 -1.987
H -1.481 4.017 -0.232
H 1.364 3.839 -0.006
H -2.377 2.982 -1.349
C -1.443 1.259 0.763
O -2.350 1.558 1.439
Cl 2.155 0.026 -0.558
C 0.274 -1.036 5.397
N 0.146 -1.151 3.936
C 0.024 -2.347 3.239
C -0.030 -2.041 1.917
N 0.026 -0.648 1.801
C 0.127 -0.139 3.060
H -0.608 -1.461 5.898
H 1.162 -1.583 5.752
H 0.369 0.026 5.658
H -0.025 -3.308 3.755
H -0.112 -2.702 1.070
H 0.193 0.894 3.389
```

Output
Net charge = +2
Multiplicity = 6
E_LUMO (spin up / spin down) = -0.3033 / -0.3611 hartree
<S²> = 8.77

Q: What are the energies relative to the best structure? A: 1 0.0113; 2 0.0000, in hartree.

1.
A gas-phase ion, C4H8N2O2 (charge +1), computed with ωB97M-V/def2-TZVPD.

XYZ file:
```
16
Properties=species:S:1:pos:R:3
C -0.181 -0.828 0.015
C 0.903 -0.197 -0.940
C 0.973 -1.064 -2.190
O 0.730 -0.592 -3.261
N -1.181 0.154 0.371
C -1.018 1.260 1.210
N -0.022 1.352 2.200
O -1.744 2.195 0.946
H -0.763 -1.605 -0.481
H 0.274 -1.240 0.913
H 1.880 -0.350 -0.475
H 0.754 0.862 -1.103
H 1.264 -2.127 -2.167
H -1.915 0.342 -0.325
H -0.531 1.311 3.077
H 0.576 0.529 2.210
```

Output
Net charge = +1
Multiplicity = 2
E_LUMO (spin up / spin down) = -0.1328 / -0.3416 hartree
<S²> = 0.77

2.
A gas-phase ion, C4H8N2O2 (charge +1), computed with ωB97M-V/def2-TZVPD.

XYZ file:
```
16
Properties=species:S:1:pos:R:3
C -0.863 -1.929 0.408
N -1.269 -0.674 0.161
C -0.737 -0.027 -1.046
C -0.216 1.382 -0.634
N 0.732 1.483 0.392
C 1.585 0.382 0.590
O -0.879 2.372 -1.044
O -1.354 -2.538 1.361
H -0.226 -2.453 -0.430
H -1.829 -0.019 0.754
H 0.021 -0.573 -1.362
H -1.528 -0.134 -1.724
H 0.874 2.377 0.757
H 2.446 0.313 -0.036
H 2.091 0.551 1.513
H 1.151 -0.512 0.340
```

Output
Net charge = +1
Multiplicity = 2
E_LUMO (spin up / spin down) = -0.1734 / -0.3556 hartree
<S²> = 0.77

3.
2 unconnected molecules or ions with the total composition C4H8N2O2, computed with ωB97M-V/def2-TZVPD.

XYZ file:
```
16
Properties=species:S:1:pos:R:3
C 1.404 2.242 -0.262
N -0.042 1.944 -0.107
C -0.469 0.768 0.130
C 0.316 -0.225 0.928
N -0.268 -1.472 1.037
C -0.726 -2.114 -0.197
O 1.402 0.035 1.342
O 1.777 3.346 -0.244
H 1.998 1.352 -0.473
H -0.732 2.525 -0.577
H -0.808 -0.545 -1.710
H -1.550 0.757 0.080
H 0.270 -2.108 1.624
H -1.654 -2.667 -0.099
H 0.055 -2.702 -0.666
H -0.970 -1.135 -0.806
```

Output
Net charge = +1
Multiplicity = 2
E_LUMO (spin up / spin down) = -0.2402 / -0.2542 hartree
<S²> = 0.76

Q: What are the energies relative to the best structure? A: 1 0.0000; 2 0.0441; 3 0.0808, in hartree.